# C18H28N2O

C18H28N2O as an isolated structure (ωB97M-V with the def2-TZVPD basis set, the Open Molecules 2025 dataset).

- Frontier orbital gap: 8.68 eV
- Total energy: -886.773442 a.u.
- ΔE to the lowest compared entry with this formula, charge and spin: 1795.6 kJ/mol
- HOMO: -7.89 eV
- E_LUMO: 0.79 eV

```
! RIJCOSX wB97M-V def2-TZVPD def2/J DEFGRID3
* xyz 0 1
O 1.702 0.850 -3.804
N -0.233 -1.845 -0.144
N 0.367 0.815 0.124
C 1.614 -0.522 -1.529
C 1.106 2.030 0.158
C -0.069 -1.264 1.115
C -1.059 -3.331 -0.035
C -0.867 3.944 2.461
C -0.482 -1.033 -0.990
C -1.465 2.970 0.428
C 0.845 2.758 1.620
C -0.504 -4.171 -1.327
C 0.369 0.029 -1.207
C 1.091 3.767 3.584
C 1.796 -0.582 -3.139
C 0.738 -0.251 1.223
C -2.179 -4.637 -1.232
C -2.314 -3.445 -0.373
C -0.013 4.242 3.615
C 1.676 3.039 2.541
C -0.556 3.160 1.432
H -2.315 -5.566 -1.142
H 2.590 0.240 -1.488
H -0.267 5.013 4.463
H -0.029 -2.056 1.882
H 2.695 2.705 2.444
H 1.250 2.564 -0.583
H 1.987 3.963 4.457
H -1.490 -0.574 -0.944
H -2.542 3.464 0.571
H 0.264 -4.919 -1.175
H -0.857 -1.370 -2.269
H 1.615 0.841 -4.677
H -2.869 -3.742 0.678
H 0.844 -1.135 -3.468
H 0.766 0.347 2.149
H -0.397 -3.518 -2.246
H 2.349 1.613 0.370
H 1.968 -0.491 1.091
H -0.980 -1.089 1.611
H -0.008 0.852 -1.788
H 1.969 -1.437 -1.140
H -1.624 1.858 0.265
H 2.742 -1.005 -3.540
H -2.959 -2.500 -0.782
H -2.599 -4.430 -2.216
H -0.428 -3.807 0.733
H -1.291 3.372 -0.439
H -1.948 4.285 2.663
*
```

Löwdin population analysis, charges in e, atoms 1 to 2:
1. O -0.08
2. N -0.05